No. 1
ORCA calculation (the ωB97M-V functional and the def2-TZVPD basis) on C27H39BIrN6OSi as an isolated structure.

Summary:
HOMO-LUMO gap (alpha / beta)	7.4 / 6.1	eV
strongest force on any atom	0.662	eV Å⁻¹
calculated total energy	-50999.9486	eV
charge	+2
expectation value of S²	0.764
energy relative to the best compared isomer or geometry (same formula, charge and spin)	9.79	kJ/mol
HOMO energy (alpha / beta)	-14.89 / -14.96	eV
2S+1	2

Each line ends with the Löwdin spin population.
Geometry (Å):
Ir1 0.19766 -0.42579 -0.09325  0.471
C1 -0.20422 2.62781 -1.69420  0.011
C2 0.72761 1.82659 -0.83644  0.044
C3 1.88611 1.22223 -1.37711  0.000
C4 2.16007 1.27295 -2.85621  -0.004
C5 2.92443 0.78489 -0.49927  0.142
C6 4.31910 0.55539 -0.99374  0.024
C7 2.62666 0.57771 0.85190  0.087
C8 3.59190 -0.16326 1.72076  0.010
C9 1.41953 1.11163 1.41312  -0.003
C10 1.23494 1.13478 2.90458  -0.002
C11 0.51336 1.80522 0.58482  0.004
C12 -0.61925 2.58709 1.16791  0.003
H1 -1.20505 2.19329 -1.67913  0.005
H2 0.13119 2.71447 -2.72119  0.001
H3 -0.28292 3.63785 -1.28855  0.002
H4 2.65098 2.21672 -3.10968  -0.002
H5 1.25355 1.22418 -3.45111  0.000
H6 2.82343 0.47158 -3.17453  0.000
H7 4.55264 -0.50576 -1.10700  0.010
H8 5.02855 0.95497 -0.26830  0.006
H9 4.50311 1.04868 -1.94346  0.000
H10 4.25251 0.53552 2.24372  0.005
H11 4.21601 -0.83327 1.13358  0.001
H12 3.07449 -0.75780 2.47107  0.001
H13 0.42924 0.47351 3.22903  0.000
H14 0.97435 2.14393 3.22164  0.000
H15 2.13704 0.84067 3.42895  0.000
H16 -0.29769 3.62446 1.30617  0.001
H17 -0.91935 2.20956 2.14197  0.000
H18 -1.48168 2.58286 0.51256  0.001
B1 1.14814 -3.09140 2.15554  0.000
N1 -0.23693 -2.37683 2.20000  0.001
C13 -1.12235 -2.61968 3.16591  0.000
C14 -2.07500 -1.61128 3.19708  0.000
C15 -1.70675 -0.75489 2.18491  -0.002
N2 -0.57953 -1.21318 1.59331  0.002
N3 1.77207 -2.94837 0.73320  0.002
C16 2.61210 -3.83907 0.21010  0.011
C17 3.02097 -3.40790 -1.04691  0.008
C18 2.36331 -2.20987 -1.22117  0.008
N4 1.63491 -1.91869 -0.12262  0.037
H19 0.95213 -4.25676 2.34741  0.000
H20 1.88585 -2.60893 2.97856  0.000
H21 -0.98582 -3.47615 3.80649  0.000
H22 -2.90743 -1.51521 3.87164  0.000
H23 -2.17155 0.15142 1.84538  0.000
H24 2.85673 -4.73205 0.76186  0.001
H25 3.68277 -3.90946 -1.73099  0.001
H26 2.35964 -1.54906 -2.07148  0.000
C19 -3.98647 -1.25621 -0.04750  0.002
Si1 -3.20313 0.31150 -0.68719  0.008
C20 -3.99383 1.77921 0.13586  0.005
C21 -3.44642 0.37554 -2.53571  -0.001
O1 -1.56212 0.42860 -0.38089  0.101
H27 -4.97466 -1.33327 -0.50941  0.000
H28 -4.13187 -1.24825 1.03419  0.000
H29 -3.44600 -2.17097 -0.29837  0.000
H30 -5.07207 1.71201 -0.03297  0.001
H31 -3.65640 2.72884 -0.28667  0.000
H32 -3.84066 1.81946 1.21674  0.000
H33 -4.48745 0.62168 -2.75926  0.000
H34 -3.23422 -0.57663 -3.02670  0.000
H35 -2.82353 1.14202 -3.00589  0.000
N5 -2.39194 -5.01741 -5.27704  0.000
C22 -2.00886 -4.30301 -4.46481  0.000
C23 -1.52698 -3.40649 -3.45207  0.000
C24 -1.53786 -3.78537 -2.11283  0.000
C25 -1.05641 -2.90446 -1.16922  0.000
N6 -0.58425 -1.69498 -1.51644  -0.002
C26 -0.59568 -1.31503 -2.80003  0.000
C27 -1.05201 -2.14610 -3.79904  0.000
H36 -1.91109 -4.75293 -1.80850  0.000
H37 -1.03509 -3.15762 -0.11848  0.000
H38 -0.24937 -0.31529 -3.01393  0.000
H39 -1.05025 -1.81142 -4.82661  0.000

***

No. 2
ORCA calculation (the ωB97M-V functional and the def2-TZVPD basis) on a 10-piece molecular cluster, H20O10 overall.

Summary:
HOMO-LUMO gap	10.5	eV
strongest force on any atom	1.302	eV Å⁻¹
calculated total energy	-20800.2869	eV
SMILES string	O.O.O.O.O.O.O.O.O.O
energy relative to the best compared isomer or geometry (same formula, charge and spin)	224.40	kJ/mol
HOMO energy	-10.47	eV

Each line ends with the Mulliken charge.
Geometry (Å):
O1 1.15961 -2.75629 2.61375  -0.623
H1 0.43503 -2.55563 2.02133  0.296
H2 1.77382 -2.03168 2.49572  0.374
O2 0.15557 -2.74153 -0.42684  -0.722
H3 -0.57710 -3.30327 -0.17409  0.287
H4 0.92614 -3.30463 -0.35347  0.361
O3 -0.97584 0.17858 -2.11261  -0.645
H5 -0.44714 0.88191 -2.48949  0.386
H6 -1.83728 0.28303 -2.51666  0.250
O4 -0.13937 -0.11226 0.46902  -0.627
H7 0.17127 -0.97316 0.18868  0.214
H8 -0.62493 0.22457 -0.28397  0.305
O5 2.55029 -0.41592 1.83293  -0.621
H9 2.98444 0.17580 2.44744  0.283
H10 2.87879 -0.15244 0.97333  0.287
O6 -1.29480 0.02035 2.72419  -0.654
H11 -0.63206 -0.05552 3.41067  0.320
H12 -0.79620 0.01088 1.90716  0.421
O7 0.23591 2.60456 0.57027  -0.669
H13 0.12994 1.69902 0.86185  0.448
H14 0.50915 3.07907 1.35539  0.302
O8 0.30652 2.51462 -2.41758  -0.702
H15 0.44141 2.34724 -1.48482  0.375
H16 -0.16545 3.34688 -2.44625  0.317
O9 0.63580 -2.39114 -3.13933  -0.641
H17 0.57957 -2.46794 -2.18688  0.378
H18 -0.21322 -2.03558 -3.40196  0.284
O10 -2.97529 2.58930 0.14754  -0.614
H19 -3.16547 2.61866 -0.79012  0.295
H20 -2.02913 2.72253 0.20478  0.333